Entry from OMol25: 2 unconnected molecules or ions with the total composition C3H7NO in a non-equilibrium geometry (ωB97M-V/def2-TZVPD).

As for the HOMO energy: -8.84 eV. The relative energy (zero: lowest compared OMol25 entry of this formula, charge and spin) is 143.97 kJ/mol. For the orbital gap, the calculation gives 10.0 eV. As for the spin multiplicity: 1.

Last column: Mulliken charge in e.
CARTESIAN COORDINATES (ANGSTROEM)
C1 0.87 0.94 -0.40  -0.9386
N1 0.12 0.32 0.69  -0.2657
C2 -2.38 -0.24 -0.56  0.1485
O1 -3.03 0.69 -0.55  -0.1876
C3 0.46 -1.08 0.91  -0.8957
H1 0.52 0.52 -1.35  0.3064
H2 1.96 0.80 -0.34  0.3479
H3 0.66 2.01 -0.42  0.3223
H4 0.27 0.85 1.54  0.2283
H5 0.77 -1.54 -0.03  0.3140
H6 -0.42 -1.63 1.27  0.2885
H7 1.27 -1.22 1.64  0.3315


Entry from OMol25: C10H7F3O in the gas phase in a non-equilibrium geometry (ωB97M-V/def2-TZVPD).

As for the HOMO energy (spin up / spin down): -7.39 / -9.71 eV. As for the expectation value of S²: 2.059. For the orbital gap (spin up / spin down), the calculation gives 8.2 / 8.6 eV. As for the spin multiplicity: 3.

Last column: Löwdin spin population.
CARTESIAN COORDINATES (ANGSTROEM)
C1 2.45 1.36 -0.33  0.1734
C2 2.89 0.15 0.29  -0.0123
C3 1.14 1.47 -0.68  -0.0053
C4 2.15 -0.95 0.45  0.1102
C5 0.35 0.34 -0.55  0.1542
C6 0.80 -0.96 -0.08  0.0123
C7 -1.06 0.49 -0.88  0.1002
C8 0.12 -2.14 -0.29  0.3564
C9 -1.83 0.02 0.31  0.5171
C10 -3.19 0.42 0.60  0.0781
O1 -1.49 0.98 -1.85  0.1630
F1 0.48 -3.36 0.13  0.0786
F2 -1.06 -2.21 -0.90  0.1024
F3 -1.18 -0.16 1.51  0.1179
H1 3.26 2.09 -0.40  0.0097
H2 3.79 0.37 0.81  -0.0040
H3 0.62 2.32 -1.01  -0.0045
H4 2.53 -1.81 0.83  0.0080
H5 -3.99 -0.30 0.44  0.0283
H6 -3.55 1.14 -0.05  0.0102
H7 -3.24 0.74 1.63  0.0058


Entry from OMol25: a molecular structure, C25H28Cl5IN2OSi2Ti (ωB97M-V/def2-TZVPD).

As for the HOMO energy (spin up / spin down): -1.55 / -1.65 eV. The relative energy (zero: lowest compared OMol25 entry of this formula, charge and spin) is 0.00 kJ/mol. As for the net charge: -2. As for the expectation value of S²: 2.034. For the orbital gap (spin up / spin down), the calculation gives 5.7 / 5.8 eV. As for the spin multiplicity: 3.

Last column: Löwdin spin population.
CARTESIAN COORDINATES (ANGSTROEM)
Ti1 -0.60 -0.01 -0.74  0.9646
Cl1 2.59 -1.51 0.53  0.0028
C1 3.30 0.05 0.29  0.0003
C2 2.40 1.13 -0.02  0.0005
C3 3.03 2.39 -0.25  -0.0004
Cl2 2.10 3.80 -0.65  -0.0001
C4 4.41 2.53 -0.15  0.0000
Cl3 5.14 4.09 -0.42  0.0000
C5 5.25 1.47 0.18  -0.0004
Cl4 6.97 1.68 0.31  -0.0001
C6 4.66 0.22 0.39  0.0001
Cl5 5.67 -1.14 0.78  0.0001
I1 -0.95 -2.83 -0.66  0.0202
C7 -3.05 -1.40 2.33  0.0247
C8 -2.78 -2.32 3.37  0.0032
C9 -1.57 -2.43 4.02  0.0069
C10 -0.52 -1.60 3.64  0.0025
C11 -0.74 -0.71 2.63  0.0210
N1 -1.96 -0.63 2.04  0.0503
H1 -3.59 -2.98 3.67  -0.0001
H2 -1.42 -3.16 4.81  0.0005
H3 0.47 -1.66 4.09  0.0000
H4 0.03 -0.06 2.23  0.0052
C12 -2.03 0.32 0.93  0.4795
C13 -2.84 1.47 1.16  0.0427
C14 -2.79 2.54 0.23  0.1028
C15 -3.54 3.68 0.41  -0.0038
C16 -4.38 3.82 1.51  0.1218
C17 -4.45 2.79 2.44  -0.0053
C18 -3.70 1.64 2.28  0.0999
H5 -2.12 2.45 -0.61  0.0080
H6 -3.47 4.48 -0.32  -0.0036
H7 -4.98 4.72 1.64  0.0093
H8 -5.10 2.88 3.30  -0.0038
H9 -3.78 0.84 3.00  0.0061
O1 0.15 1.77 -0.45  0.0185
N2 1.11 0.84 -0.03  0.0062
C19 -2.85 -1.71 -4.27  0.0002
Si1 -2.67 -0.02 -3.45  0.0010
C20 -3.27 1.27 -4.70  0.0000
C21 -3.94 0.01 -2.07  0.0081
C22 -0.95 0.32 -2.89  -0.0002
Si2 0.43 -0.20 -3.99  0.0011
C23 2.03 0.66 -3.48  0.0006
C24 0.80 -2.04 -4.02  0.0014
C25 0.15 0.30 -5.80  -0.0009
H10 -3.87 -1.83 -4.66  0.0000
H11 -2.67 -2.50 -3.53  0.0001
H12 -2.15 -1.85 -5.10  0.0000
H13 -4.16 0.93 -5.24  0.0001
H14 -2.49 1.51 -5.44  0.0000
H15 -3.53 2.20 -4.18  0.0000
H16 -4.93 -0.26 -2.47  0.0004
H17 -4.03 1.00 -1.61  0.0013
H18 -3.70 -0.70 -1.27  0.0044
H19 -0.84 1.42 -2.83  0.0020
H20 2.42 0.22 -2.55  0.0001
H21 1.87 1.72 -3.29  0.0000
H22 2.80 0.56 -4.25  0.0001
H23 1.19 -2.37 -3.06  0.0000
H24 1.56 -2.25 -4.79  0.0002
H25 -0.08 -2.64 -4.23  0.0000
H26 0.15 1.39 -5.90  0.0000
H27 -0.81 -0.06 -6.18  0.0000
H28 0.94 -0.10 -6.44  -0.0001


Entry from OMol25: C7H10N2O2S in the gas phase in a non-equilibrium geometry (ωB97M-V/def2-TZVPD).

As for the HOMO energy: -9.22 eV. The relative energy (zero: lowest compared OMol25 entry of this formula, charge and spin) is 211.15 kJ/mol. The SMILES is CSCCc1n[nH]cc1C(=O)O. For the orbital gap, the calculation gives 9.8 eV. As for the spin multiplicity: 1.

Last column: Mulliken charge in e.
CARTESIAN COORDINATES (ANGSTROEM)
C1 -1.55 0.07 1.85  -0.4989
S1 -2.31 0.68 0.29  -0.1244
C2 -2.15 -0.75 -0.77  -0.6345
C3 -0.80 -0.76 -1.52  -1.2306
C4 0.39 -0.93 -0.68  0.3343
N1 0.58 -2.11 -0.21  -0.6898
N2 1.70 -2.05 0.59  0.0338
C5 2.25 -0.78 0.55  -0.8078
C6 1.40 -0.05 -0.22  0.8800
C7 1.41 1.49 -0.31  0.6046
O1 2.43 2.20 0.00  -0.6582
O2 0.26 2.11 -0.42  -0.5195
H1 -0.60 -0.52 1.60  0.0522
H2 -1.28 0.89 2.57  0.3458
H3 -2.23 -0.67 2.51  0.2850
H4 -2.98 -0.64 -1.37  0.4228
H5 -2.30 -1.67 -0.19  0.3859
H6 -0.51 0.06 -2.23  0.4510
H7 -0.75 -1.65 -2.14  0.3772
H8 2.13 -2.85 1.17  0.2606
H9 3.03 -0.46 1.24  0.4534
H10 -0.65 1.44 -0.70  0.2771


Entry from OMol25: 3 unconnected molecules or ions with the total composition H6O3 in a non-equilibrium geometry (ωB97M-V/def2-TZVPD).

As for the HOMO energy: -10.74 eV. The relative energy (zero: lowest compared OMol25 entry of this formula, charge and spin) is 59.42 kJ/mol. The SMILES is O.O.O. For the orbital gap, the calculation gives 11.3 eV. As for the spin multiplicity: 1.

Last column: Mulliken charge in e.
CARTESIAN COORDINATES (ANGSTROEM)
O1 -1.64 0.10 -1.63  -0.6706
H1 -1.82 -0.16 -2.47  0.3033
H2 -1.56 -0.68 -1.13  0.3267
O2 0.47 0.73 -0.03  -0.7040
H3 1.27 1.01 -0.41  0.2986
H4 -0.20 0.58 -0.73  0.3870
O3 0.88 -0.65 2.34  -0.6148
H5 1.80 -0.73 2.50  0.2986
H6 0.78 -0.19 1.57  0.3754


Entry from OMol25: 2 unconnected molecules or ions with the total composition C26H39N4O in a non-equilibrium geometry (ωB97M-V/def2-TZVPD).

As for the HOMO energy: -9.86 eV. The relative energy (zero: lowest compared OMol25 entry of this formula, charge and spin) is 1.95 kJ/mol. As for the net charge: +1. For the orbital gap, the calculation gives 5.7 eV. As for the spin multiplicity: 1.

Last column: Mulliken charge in e.
CARTESIAN COORDINATES (ANGSTROEM)
C1 0.20 -4.31 1.36  -0.9045
N1 1.47 -3.63 1.20  0.0704
C2 1.69 -2.30 1.12  0.1698
C3 0.59 -1.33 1.28  0.8453
C4 -0.74 -1.61 0.72  -0.7042
C5 -1.81 -0.94 1.23  -0.8117
C6 -3.13 -1.53 1.49  0.9385
C7 -3.85 -1.15 2.66  -0.4058
C8 -5.09 -1.71 2.95  -0.5914
C9 -5.65 -2.65 2.07  -0.4058
C10 -4.95 -3.04 0.92  -0.6912
C11 -3.69 -2.51 0.65  -0.3616
O1 0.74 -0.28 1.96  -0.6699
N2 3.04 -2.13 1.09  0.3383
C12 3.80 -0.85 1.12  1.7835
C13 5.28 -1.13 0.91  -2.2867
C14 3.65 -0.20 2.48  -1.6440
C15 3.29 0.05 0.02  -1.7554
C16 3.64 -3.38 1.04  -0.1336
C17 2.66 -4.31 1.10  -0.9503
H1 0.43 -5.30 1.76  0.3625
H2 -0.45 -3.78 2.06  0.4200
H3 -0.31 -4.44 0.40  0.3363
H4 -0.83 -2.35 -0.07  0.5920
H5 -1.64 0.04 1.70  0.6118
H6 -3.38 -0.43 3.33  0.3954
H7 -5.62 -1.41 3.86  0.3946
H8 -6.65 -3.04 2.27  0.3998
H9 -5.39 -3.76 0.23  0.3926
H10 -3.12 -2.82 -0.23  0.3370
H11 5.48 -1.61 -0.06  0.4754
H12 5.81 -0.18 0.92  0.4180
H13 5.69 -1.74 1.72  0.5603
H14 2.62 0.11 2.66  0.3000
H15 3.97 -0.89 3.27  0.4343
H16 4.30 0.68 2.52  0.4533
H17 2.26 0.37 0.21  0.2812
H18 3.91 0.95 -0.04  0.5522
H19 3.33 -0.46 -0.95  0.4474
H20 4.70 -3.50 0.97  0.5040
H21 2.72 -5.38 1.11  0.4630
C18 1.35 5.06 -2.87  -0.6287
C19 2.47 4.30 -2.12  -0.5663
C20 1.77 3.19 -1.31  -0.3789
N3 0.39 3.18 -1.71  0.5060
C21 -0.56 2.66 -0.76  -1.0305
C22 -1.76 2.13 -1.53  0.4144
C23 -3.00 1.61 -0.78  0.0281
C24 -3.67 0.72 -1.87  -0.3969
C25 -2.59 0.52 -2.96  -0.7940
N4 -1.38 1.01 -2.31  -0.2385
C26 0.03 4.37 -2.47  -0.6571
H22 1.34 6.12 -2.57  0.2854
H23 1.49 5.00 -3.95  0.2681
H24 3.18 3.85 -2.83  0.3029
H25 3.01 4.97 -1.45  0.3153
H26 2.22 2.21 -1.50  -0.0233
H27 1.86 3.38 -0.23  0.3159
H28 -0.11 1.82 -0.20  0.0069
H29 -0.92 3.44 -0.05  0.2156
H30 -2.14 2.99 -2.13  0.0351
H31 -2.70 1.00 0.08  -0.4799
H32 -3.65 2.41 -0.44  0.4732
H33 -3.98 -0.25 -1.46  0.1564
H34 -4.54 1.23 -2.28  0.3600
H35 -2.51 -0.52 -3.33  0.3631
H36 -2.86 1.15 -3.83  0.3178
H37 -0.56 1.14 -2.90  0.2831
H38 -0.61 5.06 -1.89  0.3499
H39 -0.56 4.11 -3.36  0.2361


Question: Look up the spin multiplicity of the third one.
Answer: 3


Question: What is the formula in the fifth record?
Answer: H6O3